{"formula": "C3H6N2O", "method": "ωB97M-V/def2-TZVPD", "elements": ["N", "C", "O", "N", "C", "C", "H", "H", "H", "H", "H", "H"], "xyz": [[2.33235, 0.14977, -0.47145], [1.09922, 0.14210, 0.12930], [1.04335, 0.01000, 1.39323], [0.04614, 0.26557, -0.66875], [-1.99961, -0.74493, -0.09582], [-1.16494, 0.31734, 0.05787], [2.34083, 0.52481, -1.39847], [3.10771, 0.39968, 0.10726], [-3.05912, -0.62059, -0.21204], [-1.56808, -1.72997, -0.21165], [-1.64065, 1.30050, 0.06166], [-0.53720, -0.01427, 1.30886]], "atomic_forces_ev_per_a": [[-0.09, -0.12, 0.10], [-0.30, 0.46, -1.04], [-2.18, -0.22, 0.49], [1.26, -0.33, 0.70], [0.26, -0.19, 0.38], [-0.16, 0.25, -1.02], [0.00, 0.09, -0.25], [0.18, 0.00, 0.23], [-0.50, -0.11, 0.57], [-0.03, -0.04, -0.24], [0.08, 0.02, 0.58], [1.47, 0.19, -0.51]], "mulliken_charge": [-0.435, 0.587, -0.653, -0.564, -0.430, -0.311, 0.244, 0.241, 0.272, 0.284, 0.328, 0.437], "e_lumo_ev": [-1.0006, -1.0000], "de_lowest_kcal_mol": 89.5, "molar_mass_g_mol": 86.09}



{"formula": "C21H18ClN5O2", "method": "ωB97M-V/def2-TZVPD", "elements": ["C", "O", "C", "N", "C", "N", "C", "C", "C", "C", "C", "C", "O", "N", "C", "C", "C", "C", "C", "N", "N", "C", "C", "C", "C", "C", "C", "Cl", "C", "H", "H", "H", "H", "H", "H", "H", "H", "H", "H", "H", "H", "H", "H", "H", "H", "H", "H"], "xyz": [[-0.18663, 3.18656, 0.31552], [-0.60649, 2.02939, -0.39836], [-0.85367, 2.19162, -1.73240], [-0.71175, 3.39960, -2.32282], [-0.98266, 3.51124, -3.62459], [-0.88590, 4.60191, -4.45163], [-1.22143, 4.29720, -5.78593], [-1.54476, 2.93605, -5.76310], [-1.38552, 2.46257, -4.40960], [-1.53815, 1.24071, -3.84807], [-1.28274, 1.07595, -2.48710], [-1.49512, -0.24565, -1.83195], [-2.52447, -0.81860, -2.16426], [-0.61439, -0.98198, -1.01664], [-0.96306, -2.26948, -0.39290], [-0.46500, -2.27581, 1.05632], [0.90732, -1.70527, 1.18959], [1.51416, -1.04240, 0.18555], [2.76370, -0.52112, 0.80267], [2.80981, -0.79624, 2.06302], [1.70933, -1.56016, 2.33481], [1.39728, -2.08848, 3.55880], [1.29723, -3.49137, 3.67664], [0.91766, -4.05942, 4.87842], [0.67970, -3.27364, 6.00129], [0.82996, -1.90038, 5.92708], [1.16233, -1.30960, 4.70204], [1.22910, 0.41964, 4.57956], [0.84656, -0.70855, -1.10419], [0.05250, 2.89265, 1.34209], [-1.04972, 3.86886, 0.30453], [0.70481, 3.63713, -0.12046], [-0.56711, 5.49481, -4.12423], [-1.25719, 4.95696, -6.65117], [-1.82552, 2.31210, -6.61550], [-1.88775, 0.38207, -4.39303], [-0.43467, -3.08593, -0.91538], [-2.03346, -2.49386, -0.42558], [-0.43675, -3.34135, 1.37775], [-1.16437, -1.72934, 1.70530], [3.51533, 0.03798, 0.26189], [1.46260, -4.17741, 2.84512], [0.81078, -5.14066, 4.95319], [0.40675, -3.65560, 6.96358], [0.60103, -1.28175, 6.79702], [1.24087, -1.32462, -1.93400], [1.05947, 0.34365, -1.30887]], "atomic_forces_ev_per_a": [[-0.54, 0.33, 0.19], [0.17, -0.21, -1.11], [0.08, 1.49, -1.26], [0.17, -0.15, 1.32], [0.31, 0.08, 0.36], [0.25, 1.23, -0.04], [-0.53, -3.00, 1.23], [0.28, 1.17, -0.66], [-0.44, 0.12, -2.25], [-0.26, -1.64, 1.67], [1.25, 0.22, 1.00], [-0.61, -2.84, -0.28], [-0.59, 0.10, 0.20], [0.62, 2.04, -0.54], [0.68, 0.37, -0.26], [-0.14, -0.96, 0.91], [0.34, 0.51, 0.41], [1.79, 0.80, 0.96], [-2.18, -0.31, -1.94], [0.19, -0.84, 0.97], [-0.67, 0.82, -2.86], [0.04, -1.30, 1.89], [-0.32, 0.24, 0.30], [-0.13, -0.40, 0.40], [0.35, 0.58, -0.27], [-0.21, 0.34, -0.47], [-0.01, -0.17, -0.06], [-0.01, -0.11, 0.06], [-0.31, -0.57, -0.20], [-0.23, -0.23, -0.28], [0.61, 0.22, 0.16], [-0.18, 0.09, -0.17], [-0.01, 0.14, -0.01], [0.24, 0.14, 0.75], [0.06, 0.43, 0.35], [-0.03, -0.19, -0.21], [-0.19, 0.24, -0.12], [0.27, 0.44, -0.19], [-0.29, 0.60, 0.03], [0.13, -0.18, -0.07], [0.13, 0.06, 0.44], [0.14, 0.57, -0.04], [0.05, 0.22, -0.06], [-0.15, -0.56, 0.18], [0.23, -0.08, -0.36], [0.07, 0.29, 0.15], [-0.40, -0.16, -0.21]], "mulliken_charge": [-0.795, -0.228, 0.032, -0.642, -0.643, -0.014, -0.457, -0.918, 1.472, -0.933, 1.052, 0.162, -0.673, 0.274, -1.101, -0.149, -0.226, 0.749, -0.987, -1.007, 0.854, -0.399, 0.012, -0.788, -0.400, -0.468, 0.544, -0.192, -0.607, 0.221, 0.332, 0.331, 0.200, 0.398, 0.403, 0.477, 0.360, 0.384, 0.392, 0.254, 0.494, 0.493, 0.350, 0.392, 0.373, 0.287, 0.333], "e_lumo_ev": 0.7424, "molar_mass_g_mol": 407.86, "smiles": "COc1nc2[nH]ccc2cc1C(=O)N1CCc2c(cnn2-c2ccccc2Cl)C1"}



{"formula": "C5H8F2", "method": "ωB97M-V/def2-TZVPD", "elements": ["C", "C", "C", "C", "F", "C", "F", "H", "H", "H", "H", "H", "H", "H", "H"], "xyz": [[-1.63104, -0.78277, -0.25591], [-0.82690, 0.50193, -0.22463], [-0.20310, 0.99080, 1.04203], [0.71275, 0.51380, -0.07705], [1.16008, 1.67498, -0.71068], [1.69432, -0.64037, -0.25079], [2.96016, -0.35920, 0.25959], [-2.72579, -0.59563, -0.25480], [-1.30787, -1.32388, 0.62578], [-1.40627, -1.32275, -1.14494], [-1.05647, 1.22960, -0.97266], [-0.18852, 2.08808, 1.15353], [-0.24095, 0.41333, 1.91221], [1.85443, -0.77887, -1.31652], [1.20518, -1.60904, 0.21484]], "atomic_forces_ev_per_a": [[-0.11, 1.08, 0.54], [0.96, -1.13, -0.22], [0.80, 1.26, -1.32], [-0.97, 0.82, 0.16], [0.66, -0.37, -0.45], [-1.58, -0.63, 0.80], [-0.70, -0.24, 0.34], [0.69, -0.07, 0.30], [-0.41, -0.60, 0.05], [0.17, -0.68, -0.68], [-0.43, 0.51, -0.11], [0.17, -0.79, 0.27], [-0.38, -0.79, 1.19], [-0.17, -0.19, -0.14], [1.29, 1.83, -0.74]], "mulliken_charge": [-1.294, 0.070, -0.849, 0.719, -0.342, -0.348, -0.283, 0.351, 0.285, 0.310, 0.404, 0.256, 0.281, 0.268, 0.173], "e_lumo_ev": 0.9770, "de_lowest_kcal_mol": 27.0, "molar_mass_g_mol": 106.11, "smiles": "C[C@H]1C[C@@]1(F)CF"}



{"formula": "C4H9F2N", "method": "ωB97M-V/def2-TZVPD", "elements": ["C", "C", "C", "C", "N", "F", "F", "H", "H", "H", "H", "H", "H", "H", "H", "H"], "xyz": [[1.19872, -1.36592, -2.02050], [0.87172, 1.13899, 0.61061], [0.37864, -0.60756, -1.00606], [-2.86952, 0.43287, 0.53460], [1.16741, 0.09616, -0.22000], [-3.47452, 1.39273, 1.28557], [-3.71824, 0.03422, -0.44515], [1.75001, -0.67541, -2.68554], [0.68587, -2.04367, -2.56052], [2.12598, -1.89220, -1.55487], [-1.98187, 0.93220, 0.10123], [-0.15976, 1.56124, 0.80007], [1.66685, 1.47950, 1.32940], [-0.59400, -0.27764, -1.27165], [-2.61163, -0.43901, 1.18247], [2.20778, -0.21533, -0.22638]], "atomic_forces_ev_per_a": [[3.43, 1.68, 2.09], [0.80, 0.30, 0.92], [2.09, -1.08, -1.13], [0.85, 0.04, 0.36], [0.49, 1.47, 2.03], [-0.31, -0.17, 0.11], [0.08, 0.05, 0.08], [-0.60, -0.04, -0.30], [-1.71, -2.28, -1.84], [-1.72, 0.40, -0.28], [-0.48, -0.58, -0.05], [1.40, -0.98, -0.74], [-0.91, -0.59, -1.10], [-0.67, 0.34, 0.21], [-0.24, 0.62, -0.50], [-2.50, 0.80, 0.14]], "mulliken_charge": [-1.277, -0.500, 0.017, 0.505, -0.069, -0.254, -0.246, 0.300, 0.414, 0.257, -0.218, 0.143, 0.199, 0.267, 0.192, 0.269], "e_lumo_ev": [0.8719, 0.8838], "de_lowest_kcal_mol": 72.7, "molar_mass_g_mol": 109.12}



{"formula": "C21H33IN2Ru", "method": "ωB97M-V/def2-TZVPD", "elements": ["C", "C", "H", "H", "H", "H", "H", "H", "Ru", "C", "H", "H", "H", "I", "C", "C", "C", "C", "C", "C", "C", "N", "C", "C", "C", "C", "C", "C", "C", "N", "C", "C", "C", "C", "H", "H", "H", "H", "H", "H", "H", "H", "H", "H", "H", "H", "H", "H", "H", "H", "H", "H", "H", "H", "H", "H", "H", "H"], "xyz": [[2.10826, -0.56279, -2.22381], [0.75811, -1.30633, -2.69751], [2.15549, 0.52977, -2.40377], [2.76812, -0.85352, -3.05551], [2.70289, -1.01111, -1.39730], [-0.19130, -0.73663, -2.63968], [0.86529, -1.36735, -3.79258], [0.67390, -2.32329, -2.31913], [0.70846, -0.18929, -0.78087], [-0.87894, -1.50496, -0.45310], [-1.68224, -1.40137, -1.20960], [-1.32220, -1.37596, 0.54822], [-0.50664, -2.54470, -0.52882], [2.76581, 1.54457, 0.16632], [0.64957, -1.99929, 6.54055], [0.05514, -0.70402, 5.98146], [-1.45768, -0.70900, 6.24578], [0.68160, 0.49250, 6.71326], [0.32410, -0.57198, 4.47570], [1.15916, -1.46342, 3.78657], [1.27953, -1.30559, 2.40218], [0.62300, -0.36171, 1.73150], [-0.11780, 0.56347, 2.37272], [-0.27472, 0.47960, 3.77144], [-0.73522, 1.60420, 1.53325], [-1.39949, 2.73083, 2.06792], [-1.88137, 3.72352, 1.21133], [-1.65607, 3.59564, -0.16417], [-0.97553, 2.46903, -0.62215], [-0.58831, 1.48326, 0.19752], [-2.65084, 4.95103, 1.70524], [-1.90164, 6.21920, 1.27164], [-4.04777, 4.95903, 1.06558], [-2.80197, 4.96165, 3.22728], [0.42391, -2.06938, 7.60987], [1.73803, -2.01786, 6.42075], [0.21565, -2.87381, 6.04181], [-1.63814, -0.82597, 7.32085], [-1.93376, 0.22169, 5.91980], [-1.93749, -1.54680, 5.72488], [1.76627, 0.51720, 6.54767], [0.25639, 1.44182, 6.36641], [0.49693, 0.40181, 7.79074], [1.69333, -2.28992, 4.26823], [1.93092, -1.95029, 1.80453], [-0.90182, 1.23032, 4.26192], [-1.52551, 2.77200, 3.15024], [-1.98887, 4.34458, -0.89088], [-0.70172, 2.32618, -1.66941], [-1.79901, 6.27576, 0.18218], [-2.45497, 7.10064, 1.61387], [-0.89939, 6.24360, 1.71753], [-4.61065, 4.06684, 1.36827], [-4.59405, 5.84673, 1.40456], [-3.98932, 4.98098, -0.02903], [-3.36460, 4.08763, 3.57479], [-1.82400, 4.98866, 3.72189], [-3.35637, 5.86115, 3.51636]], "atomic_forces_ev_per_a": [[1.62, -1.66, -3.51], [0.91, -0.03, -1.66], [-0.22, -0.16, 0.36], [0.19, 0.01, 0.22], [-0.40, 0.32, 0.05], [0.06, -0.06, 0.11], [-0.13, -0.07, 0.36], [0.01, 0.16, -0.05], [-3.40, 1.02, 5.11], [-0.86, -0.62, 0.36], [0.54, 0.29, 0.26], [0.39, 0.22, -0.50], [0.16, 0.57, 0.06], [0.36, 0.51, 0.61], [0.00, 0.02, -0.06], [0.06, -0.06, 0.07], [-0.13, -0.12, -0.17], [0.22, 0.09, -0.11], [-0.03, -0.07, 0.69], [-0.14, 0.14, -0.76], [0.13, -0.21, 0.57], [0.46, 0.61, -1.20], [0.12, -0.90, 1.20], [-0.07, 0.18, -1.29], [-0.67, 1.17, -0.34], [0.48, -1.01, -0.39], [-0.46, 0.47, 0.15], [0.55, -0.75, -0.44], [-0.48, 0.47, 0.12], [0.98, -0.61, -0.23], [0.04, 0.02, 0.12], [0.24, 0.00, 0.01], [-0.07, -0.24, -0.02], [0.02, -0.02, -0.07], [0.07, -0.01, -0.21], [-0.13, -0.07, 0.11], [0.10, 0.06, 0.13], [0.03, 0.05, -0.24], [0.02, -0.13, 0.10], [0.01, 0.15, 0.12], [-0.18, 0.06, 0.10], [0.07, -0.12, 0.11], [0.03, 0.05, -0.25], [-0.33, 0.50, -0.14], [-0.29, 0.09, 0.28], [0.35, -0.51, 0.00], [-0.03, 0.28, -0.47], [0.18, -0.31, 0.43], [-0.36, 0.18, 0.22], [-0.02, 0.09, 0.20], [0.13, -0.15, -0.10], [-0.15, 0.08, -0.10], [0.02, 0.20, -0.10], [0.09, -0.19, -0.11], [-0.10, 0.04, 0.21], [0.06, 0.15, 0.04], [-0.17, 0.02, 0.02], [0.12, -0.21, 0.03]], "mulliken_charge": [-1.254, -1.030, 0.424, 0.422, 0.558, 0.436, 0.472, 0.376, 0.609, -1.377, 0.558, 0.355, 0.512, 0.292, -2.084, 1.800, -1.539, -1.529, 0.212, -0.693, -0.879, 0.430, -0.942, 0.353, -0.635, 0.516, 0.251, -0.875, -0.533, 0.209, 1.735, -1.512, -1.522, -2.035, 0.419, 0.419, 0.452, 0.460, 0.329, 0.372, 0.377, 0.329, 0.447, 0.488, 0.446, 0.342, 0.519, 0.487, 0.439, 0.333, 0.453, 0.371, 0.373, 0.453, 0.350, 0.424, 0.423, 0.415], "e_lumo_ev": [-7.4702, -10.1237], "spin_multiplicity": 5, "total_charge": 2, "molar_mass_g_mol": 541.48}



{"formula": "C2H7NO3P", "method": "ωB97M-V/def2-TZVPD", "elements": ["C", "C", "O", "P", "N", "O", "O", "H", "H", "H", "H", "H", "H", "H"], "xyz": [[-1.03041, -0.34660, 0.70123], [0.09705, -0.66568, -0.35710], [0.32355, -2.01921, -0.38970], [1.79943, -0.03836, 0.12043], [1.74481, 1.66777, -0.22341], [2.07218, -0.25627, 1.56910], [2.76685, -0.66512, -0.80541], [-0.84809, -0.76988, 1.61068], [-1.24942, 0.75770, 0.66164], [-1.83927, -0.97391, 0.32200], [-0.12094, -0.33500, -1.38440], [0.97083, -2.09852, 0.32152], [2.66110, 1.79329, 0.18241], [1.98596, 1.57914, -1.30288]], "atomic_forces_ev_per_a": [[-0.20, 1.28, -4.51], [0.38, 2.18, 1.26], [-0.14, -2.07, 0.27], [-0.52, 0.52, -0.02], [0.33, -1.07, -2.74], [-0.71, 0.08, 0.72], [0.60, -0.43, -1.24], [1.16, -0.48, 2.69], [-0.02, -1.21, 0.48], [-0.69, 0.50, -0.11], [-0.36, 0.16, 0.38], [0.16, -1.09, -0.02], [0.60, 1.01, 0.19], [-0.60, 0.62, 2.66]], "mulliken_charge": [-1.235, 0.129, -0.547, 0.715, -0.815, -0.746, -0.746, 0.276, 0.302, 0.363, 0.332, 0.369, 0.290, 0.313], "e_lumo_ev": 4.2259, "de_lowest_kcal_mol": 19.2, "total_charge": -1, "molar_mass_g_mol": 124.06, "smiles": "C[C@H](O)[P@@](N)(=O)[O-]"}